Record 1
Here is 4 unconnected molecules or ions with the total composition CH8NO5 in a non-equilibrium geometry from OMol25. Energies are from ωB97M-V/def2-TZVPD.

HOMO energy (spin up / spin down)   -11.166 / -11.164 eV
LUMO level (spin up / spin down)   0.20 / -4.95 eV
Total energy   -12892.02594 eV
Frontier orbital gap (spin up / spin down)   0.4178 / 0.2283 hartree
Relative energy (zero: lowest compared OMol25 entry of this formula, charge and spin)   73.6 kJ/mol
Expectation value of S²   0.757
2S+1   2

The geometry in XYZ format:
```
15
CH8NO5 | OMol25 | ωB97M-V/def2-TZVPD
O 0.702 1.907 -2.316
O -0.909 -0.752 0.984
O 0.846 0.461 0.241
O -2.318 1.670 1.195
O 0.176 -2.089 -1.957
N 1.270 -1.101 1.734
C 0.305 -0.442 0.942
H 2.205 -0.779 1.762
H 0.004 -1.848 -1.049
H -0.134 2.340 -2.424
H -1.592 1.146 0.582
H 0.589 1.414 -1.548
H 0.328 -1.266 -2.471
H 0.967 -1.623 2.522
H -2.439 0.961 1.801
```

=====

Record 2
Here is 3 unconnected molecules or ions with the total composition C38H28N2O7 in a non-equilibrium geometry from OMol25. Energies are from ωB97M-V/def2-TZVPD.

HOMO energy   -8.691 eV
LUMO level   -1.06 eV
Total energy   -57162.88233 eV
SMILES string   O=C1c2ccccc2C(=O)c2ccccc21.O=C1c2ccccc2C(=O)c2ccccc21.O=C(O)NCCC(=O)Nc1ccccc1
Frontier orbital gap   0.2804 hartree
2S+1   1

The geometry in XYZ format:
```
75
C38H28N2O7 | OMol25 | ωB97M-V/def2-TZVPD
O 1.716 9.646 -3.494
O 2.759 -3.449 0.867
O -2.220 -7.027 6.243
O -1.797 6.161 -1.487
O 1.651 0.681 -2.863
O -0.120 2.152 -2.127
O -1.772 -2.915 2.866
N -0.103 -0.198 -1.173
N 0.988 -3.590 -0.925
C 3.062 -5.315 -1.740
C 2.241 6.931 -3.901
C -2.442 10.241 -0.784
C 0.641 -0.361 0.134
C 0.450 0.920 -2.030
C -3.066 -3.990 4.505
C -5.199 -3.134 5.267
C 2.306 -4.776 -4.759
C 0.033 -6.976 4.589
C -0.965 -5.993 4.548
C 1.220 -5.850 2.811
C 2.455 5.560 -4.051
C -2.278 8.873 -1.011
C -1.496 11.147 -1.263
C 1.802 -4.295 -2.018
C 0.439 5.107 -2.796
C -2.132 -6.100 5.446
C 3.983 -6.053 -2.878
C -5.340 -4.235 6.111
C 0.234 -4.861 2.778
C -0.976 6.959 -1.924
C -4.065 -3.009 4.463
C 1.125 7.393 -3.190
C 3.591 -5.769 -4.468
C -1.888 -3.873 3.621
C -4.337 -5.204 6.167
C 1.943 -2.798 -0.007
C -0.858 -4.930 3.653
C -0.232 9.318 -2.224
C 0.927 8.844 -3.007
C -0.395 10.688 -1.988
C 1.406 -4.021 -3.598
C 2.084 -1.158 -0.035
C 0.218 6.483 -2.649
C -3.195 -5.079 5.367
C 1.123 -6.902 3.721
C 1.559 4.648 -3.492
C -1.164 8.410 -1.723
H 2.065 -5.797 2.128
H 0.453 -2.835 -1.451
H -4.452 -6.059 6.832
H -1.068 0.133 -0.891
H -0.029 -0.887 0.962
H 0.832 0.740 0.549
H 2.727 -0.842 0.919
H 0.319 -4.041 2.067
H -3.964 -2.149 3.803
H -3.017 8.172 -0.629
H 2.718 -0.759 -0.964
H 1.679 -0.335 -2.946
H -6.230 -4.338 6.727
H -3.305 10.598 -0.226
H 1.731 3.580 -3.600
H -1.617 12.211 -1.075
H -0.039 -7.804 5.294
H 4.886 -6.741 -2.588
H 2.018 -4.602 -5.886
H 1.894 -7.669 3.752
H 0.337 11.402 -2.364
H 3.324 5.203 -4.599
H 2.947 7.636 -4.336
H 0.527 -3.320 -3.948
H 3.345 -5.543 -0.605
H -0.257 4.389 -2.366
H 4.231 -6.267 -5.338
H -5.976 -2.373 5.230
```

=====

Record 3
Here is C5H10OS in the gas phase in a non-equilibrium geometry from OMol25. Energies are from ωB97M-V/def2-TZVPD.

HOMO energy   -8.724 eV
LUMO level   0.86 eV
Total energy   -18229.28097 eV
SMILES string   CSCCCC=O
Frontier orbital gap   0.3521 hartree
Relative energy (zero: lowest compared OMol25 entry of this formula, charge and spin)   59.6 kJ/mol
2S+1   1

The geometry in XYZ format:
```
17
C5H10OS | OMol25 | ωB97M-V/def2-TZVPD
S 1.521 0.574 -0.470
O -2.771 0.421 -0.693
C 2.621 -0.432 0.564
C 0.253 -0.699 -0.809
C -1.266 0.070 1.095
C -2.022 0.934 0.095
C -0.547 -1.091 0.429
H 0.865 -1.493 -1.237
H 0.196 -1.513 1.092
H -1.302 -1.866 0.277
H 2.184 -0.489 1.559
H 2.732 -1.430 0.141
H -0.418 -0.428 -1.628
H -1.987 2.030 0.198
H -2.007 -0.208 1.848
H -0.517 0.687 1.592
H 3.594 0.045 0.611
```

=====

Record 4
Here is a molecular structure, C23H20BrINOS2Y from OMol25. Energies are from ωB97M-V/def2-TZVPD.

HOMO energy   -13.907 eV
LUMO level   -6.28 eV
Total energy   -128557.05281 eV
Frontier orbital gap   0.2804 hartree
Relative energy (zero: lowest compared OMol25 entry of this formula, charge and spin)   48.2 kJ/mol
2S+1   1
Net charge   +2

The geometry in XYZ format:
```
50
C23H20BrINOS2Y | OMol25 | ωB97M-V/def2-TZVPD
I 1.770 -2.068 2.266
Y 0.449 0.033 0.485
Br 4.160 -4.563 2.321
S -0.237 2.646 4.276
S 0.823 -0.298 -3.081
O 0.660 -0.607 -1.559
N -0.509 1.081 2.268
C -0.096 -5.602 3.958
C -1.700 0.977 2.989
C 1.396 -4.039 2.968
C -1.730 1.772 4.133
C 4.210 2.636 1.244
C 0.930 -6.534 3.983
C 2.440 -4.951 2.975
C 2.074 1.469 1.120
C 2.441 0.516 -3.240
C -2.793 0.177 2.663
C 0.342 1.926 2.837
C 2.188 -6.214 3.497
C -3.914 0.999 4.642
C 1.676 2.191 2.273
C 2.374 -1.348 -4.906
C 3.362 1.715 0.639
C -3.892 0.196 3.495
C 0.133 -4.334 3.446
C 2.520 3.117 2.879
C 1.413 -1.827 -3.828
C 3.785 3.341 2.361
C 3.269 -0.270 -4.274
C -2.838 1.795 4.975
H 2.863 0.484 -2.235
H 1.819 -0.944 -5.754
H -2.788 -0.442 1.771
H -0.656 -3.595 3.435
H 1.906 -2.378 -3.025
H 4.440 4.062 2.830
H -2.854 2.416 5.860
H 0.754 -7.522 4.385
H -4.753 -0.414 3.258
H 0.562 -2.392 -4.204
H -1.076 -5.853 4.340
H 2.958 -2.189 -5.277
H 2.264 1.553 -3.516
H 5.202 2.802 0.845
H -4.790 0.996 5.275
H 4.124 -0.728 -3.781
H 3.655 0.403 -5.036
H 2.200 3.666 3.757
H 3.741 1.177 -0.223
H 2.988 -6.941 3.518
```

=====

Record 5
Here is 9 unconnected molecules or ions with the total composition H17O9 in a non-equilibrium geometry from OMol25. Energies are from ωB97M-V/def2-TZVPD.

HOMO energy   -5.583 eV
LUMO level   3.02 eV
Total energy   -18703.31605 eV
Frontier orbital gap   0.3162 hartree
Relative energy (zero: lowest compared OMol25 entry of this formula, charge and spin)   309.6 kJ/mol
2S+1   1
Net charge   -1

The geometry in XYZ format:
```
26
H17O9 | OMol25 | ωB97M-V/def2-TZVPD
O 1.532 0.840 1.170
O -2.026 0.247 2.657
O -1.435 -2.477 -1.480
O 0.929 -2.596 -0.038
O 3.544 1.871 0.825
O 1.969 2.312 -1.338
O -0.280 0.058 -2.252
O -0.970 1.033 0.433
O -2.653 -2.313 1.176
H -3.340 -1.732 0.776
H 3.197 1.070 0.291
H -1.447 -0.439 2.902
H -0.908 1.971 0.529
H -0.852 0.679 -2.859
H -1.946 -1.900 0.729
H -0.907 -1.777 -1.845
H -0.017 -2.188 0.018
H -1.847 0.529 1.715
H 2.938 2.077 1.438
H -1.907 -2.798 -2.201
H 1.407 2.195 -2.065
H 1.073 0.454 2.036
H -0.506 0.620 -1.297
H 2.219 3.246 -1.390
H 1.576 -1.991 -0.545
H 0.657 1.008 0.615
```

=====

Record 6
Here is 8 unconnected molecules or ions with the total composition C34H54ClN8O2 in a non-equilibrium geometry from OMol25. Energies are from ωB97M-V/def2-TZVPD.

HOMO energy   -12.970 eV
LUMO level   -4.99 eV
Total energy   -64659.15925 eV
Frontier orbital gap   0.2933 hartree
2S+1   1
Net charge   +1

The geometry in XYZ format:
```
99
C34H54ClN8O2 | OMol25 | ωB97M-V/def2-TZVPD
Cl 5.376 -2.687 1.437
O 0.560 -1.873 -3.735
O 0.039 -4.021 -2.882
N 4.986 5.926 4.098
N -0.503 -5.136 0.290
N -7.107 -7.222 0.624
N -0.903 0.538 1.641
N 4.121 -2.682 0.241
N 1.752 4.781 1.023
N 5.987 -0.656 -1.634
N -6.723 2.897 -0.876
C -3.501 -7.402 0.247
C -7.395 1.035 -2.691
C 9.204 1.044 -0.712
C 1.964 -1.543 -0.740
C 4.124 -3.743 -0.743
C 0.755 6.995 2.174
C 1.944 -2.682 -1.804
C 7.187 3.634 2.098
C -1.473 -5.288 -0.373
C 8.192 -1.240 -0.212
C -3.838 -6.046 -0.363
C 3.035 -3.804 -1.838
C 0.788 -2.796 -2.929
C 5.765 3.088 2.178
C 1.312 5.757 1.531
C 8.793 0.045 0.365
C -7.021 2.078 -1.676
C 4.699 4.182 2.076
C -2.702 -5.478 -1.217
C -2.154 2.355 -1.399
C 4.859 5.158 3.208
C -0.575 1.470 0.987
C -7.454 -3.963 1.891
C -4.958 0.682 -3.332
C -6.251 0.032 -2.851
C 3.142 -1.613 0.298
C 6.957 -0.915 -1.006
C -8.403 -4.939 1.192
C -7.678 -6.217 0.873
C -6.908 -4.505 3.207
C 0.680 8.213 -0.061
C -0.104 7.763 1.167
C -1.390 3.301 -0.478
C -0.158 2.651 0.155
H -7.720 -4.743 3.900
H -1.075 4.177 -1.052
H 9.938 0.604 -1.395
H 8.070 0.524 1.035
H -3.265 -8.134 -0.532
H -2.467 -6.155 -2.044
H 4.787 4.717 1.127
H -9.262 -5.164 1.830
H 5.647 2.543 3.121
H 1.169 -0.715 -0.726
H -0.943 7.139 0.843
H -8.777 -4.501 0.263
H 1.582 7.617 2.528
H 0.036 8.781 -0.736
H 3.030 -4.626 -2.628
H -4.082 -5.346 0.443
H -6.550 -0.739 -3.567
H 7.927 -1.926 0.595
H -6.311 -5.408 3.054
H -2.067 3.656 0.306
H -3.006 2.870 -1.849
H -8.301 0.522 -2.358
H 0.541 2.318 -0.617
H -4.584 1.415 -2.614
H 8.346 1.380 -1.299
H -6.062 -0.471 -1.897
H 3.145 -0.796 1.107
H -0.529 8.642 1.659
H -2.548 1.492 -0.854
H -4.178 -0.074 -3.460
H -2.649 -7.337 0.929
H 9.669 -0.210 0.967
H -4.734 -6.147 -0.982
H 0.153 6.706 3.040
H 0.053 -4.314 -1.930
H 8.913 -1.743 -0.861
H -1.512 1.989 -2.206
H 1.522 8.852 0.223
H -4.349 -7.780 0.822
H 7.346 4.176 1.161
H 3.702 3.741 2.125
H -5.105 1.185 -4.293
H -6.260 -3.765 3.683
H 5.614 2.367 1.368
H 4.935 -4.541 -0.692
H 1.070 7.361 -0.625
H -7.614 1.525 -3.644
H 9.653 1.930 -0.256
H 0.361 3.372 0.793
H 7.911 2.817 2.146
H -2.996 -4.515 -1.642
H -6.614 -3.724 1.230
H -7.986 -3.027 2.085
H 7.406 4.310 2.928
```

=====

- The highest 2S+1 belongs to which entry?
  CH8NO5

=====

Repeat the fourth record exactly.
Here is a molecular structure, C23H20BrINOS2Y from OMol25. Energies are from ωB97M-V/def2-TZVPD.

HOMO energy   -13.907 eV
LUMO level   -6.28 eV
Total energy   -128557.05281 eV
Frontier orbital gap   0.2804 hartree
Relative energy (zero: lowest compared OMol25 entry of this formula, charge and spin)   48.2 kJ/mol
2S+1   1
Net charge   +2

The geometry in XYZ format:
```
50
C23H20BrINOS2Y | OMol25 | ωB97M-V/def2-TZVPD
I 1.770 -2.068 2.266
Y 0.449 0.033 0.485
Br 4.160 -4.563 2.321
S -0.237 2.646 4.276
S 0.823 -0.298 -3.081
O 0.660 -0.607 -1.559
N -0.509 1.081 2.268
C -0.096 -5.602 3.958
C -1.700 0.977 2.989
C 1.396 -4.039 2.968
C -1.730 1.772 4.133
C 4.210 2.636 1.244
C 0.930 -6.534 3.983
C 2.440 -4.951 2.975
C 2.074 1.469 1.120
C 2.441 0.516 -3.240
C -2.793 0.177 2.663
C 0.342 1.926 2.837
C 2.188 -6.214 3.497
C -3.914 0.999 4.642
C 1.676 2.191 2.273
C 2.374 -1.348 -4.906
C 3.362 1.715 0.639
C -3.892 0.196 3.495
C 0.133 -4.334 3.446
C 2.520 3.117 2.879
C 1.413 -1.827 -3.828
C 3.785 3.341 2.361
C 3.269 -0.270 -4.274
C -2.838 1.795 4.975
H 2.863 0.484 -2.235
H 1.819 -0.944 -5.754
H -2.788 -0.442 1.771
H -0.656 -3.595 3.435
H 1.906 -2.378 -3.025
H 4.440 4.062 2.830
H -2.854 2.416 5.860
H 0.754 -7.522 4.385
H -4.753 -0.414 3.258
H 0.562 -2.392 -4.204
H -1.076 -5.853 4.340
H 2.958 -2.189 -5.277
H 2.264 1.553 -3.516
H 5.202 2.802 0.845
H -4.790 0.996 5.275
H 4.124 -0.728 -3.781
H 3.655 0.403 -5.036
H 2.200 3.666 3.757
H 3.741 1.177 -0.223
H 2.988 -6.941 3.518
```